No. 1
Formula: C36H90N6
Source: the OMol25 dataset
Level of theory: ωB97M-V with the def2-TZVPD basis set

The geometry in XYZ format:
```
132
Properties=species:S:1:pos:R:3
C 4.31729 2.34652 -1.32921
C 2.77235 2.17365 -1.11585
N 2.16333 1.49860 -2.24988
C 2.27293 2.21646 -3.52411
C 1.51860 3.53804 -3.67191
C 0.84267 0.99200 -1.85412
C 0.53238 -0.26298 -2.61660
H 4.57917 3.06529 -2.10566
H 4.73993 1.44390 -1.77050
H 4.90909 2.53858 -0.43423
H 2.72242 1.59456 -0.19376
H 2.16342 3.05105 -0.89791
H 3.35145 2.28934 -3.66410
H 2.07704 1.63802 -4.42696
H 0.45554 3.36424 -3.83861
H 1.72082 4.22856 -2.85314
H 1.79175 4.12912 -4.54605
H 0.01598 1.57575 -2.25901
H 0.82306 0.86724 -0.77145
H 1.34211 -0.98330 -2.50010
H 0.48394 -0.13781 -3.69831
H -0.41723 -0.64975 -2.24682
C -0.42564 4.33160 -1.58694
C -1.64845 4.53513 -0.67080
N -2.68201 3.55751 -0.83515
C -3.53526 3.83486 -1.99918
C -4.23804 2.54077 -2.33806
C -3.33106 3.24371 0.44055
C -2.86758 1.91032 0.91102
H 0.00599 3.33077 -1.59831
H 0.34726 4.96654 -1.15384
H -0.59452 4.54460 -2.64251
H -1.32974 4.40673 0.36363
H -1.83411 5.59106 -0.86736
H -4.20194 4.66948 -1.78223
H -2.90371 4.13671 -2.83473
H -4.68733 2.72893 -3.31316
H -3.51301 1.73688 -2.46540
H -5.06808 2.19286 -1.72318
H -4.39486 3.16608 0.21607
H -3.13725 3.92657 1.26775
H -3.09479 1.14575 0.16812
H -3.48247 1.63334 1.76734
H -1.79539 1.94154 1.10473
C 2.78804 0.89609 3.38382
C 1.80464 2.05113 3.78584
N 1.57762 2.92739 2.63552
C 0.97652 4.20479 3.01331
C -0.48290 4.05519 3.72169
C 0.90926 2.31956 1.51416
C 0.81277 3.24386 0.26949
H 3.28191 0.27416 4.13040
H 3.49251 1.46736 2.77927
H 2.33127 0.19373 2.68657
H 0.86278 1.66498 4.17556
H 2.17718 2.66395 4.60666
H 1.50477 4.84163 3.72288
H 0.95309 4.79718 2.09865
H -0.43737 3.73323 4.76206
H -0.98621 5.02199 3.73035
H -1.06955 3.27282 3.24019
H -0.15138 2.15171 1.70115
H 1.40263 1.38182 1.25856
H 0.37665 2.49048 -0.38650
H 1.66791 3.76928 -0.15569
H 0.08902 4.05886 0.26251
C 4.35837 -1.75967 1.30360
C 4.15760 -3.01136 0.45223
N 4.03135 -4.26139 1.17538
C 3.99545 -5.45236 0.33827
C 4.38057 -6.71951 1.17261
C 2.97665 -4.20477 2.16788
C 3.52904 -4.26053 3.59761
H 4.62798 -0.95542 0.61906
H 5.24113 -1.96098 1.91050
H 3.46837 -1.38571 1.80969
H 3.33305 -2.77193 -0.21925
H 5.00121 -3.03749 -0.23751
H 4.68683 -5.41258 -0.50346
H 2.96213 -5.64675 0.05094
H 3.76806 -6.86875 2.06180
H 5.42289 -6.79008 1.48355
H 4.18997 -7.60360 0.56420
H 2.32342 -3.35710 1.96083
H 2.25652 -5.02184 2.12409
H 4.01329 -5.22773 3.73217
H 4.21085 -3.41536 3.69208
H 2.81911 -4.13877 4.41571
C -1.51004 -3.53849 -2.42081
C -2.54185 -2.36925 -2.28568
N -3.96742 -2.83249 -2.31344
C -4.27690 -3.88885 -1.34696
C -3.92682 -3.52011 0.21361
C -4.87223 -1.72387 -2.19595
C -4.86924 -0.79710 -3.43160
H -1.60652 -4.19925 -3.28231
H -1.38146 -4.10215 -1.49677
H -0.52579 -3.07709 -2.50110
H -2.37424 -1.82611 -1.35562
H -2.39160 -1.61070 -3.05388
H -5.26548 -4.34634 -1.30828
H -3.63772 -4.71992 -1.64504
H -2.88225 -3.24320 0.35604
H -4.40419 -2.60688 0.56887
H -4.26356 -4.29601 0.90113
H -4.73323 -1.09426 -1.31711
H -5.86891 -2.11745 -1.99637
H -5.35616 -1.42954 -4.17391
H -3.98574 -0.33771 -3.87486
H -5.52088 0.07286 -3.35009
C 1.70721 -2.15264 0.48590
C 0.71531 -1.55559 1.50754
N -0.68613 -1.59226 1.08571
C -1.09814 -0.82321 -0.11629
C -1.05142 0.64051 0.11089
C -1.53398 -1.40327 2.30762
C -3.04515 -1.62251 2.01342
H 1.72906 -1.59456 -0.45014
H 1.38875 -3.17560 0.28534
H 2.70855 -2.18214 0.91548
H 0.79318 -1.93998 2.52453
H 1.04220 -0.53198 1.69042
H -0.51418 -1.06962 -1.00306
H -2.11534 -1.12031 -0.37151
H -1.48288 0.95988 1.05955
H 0.02083 0.83439 0.13867
H -1.62694 0.99621 -0.74372
H -1.50932 -0.40079 2.73484
H -1.26299 -2.19848 3.00210
H -3.56284 -2.11611 2.83590
H -3.18076 -2.33485 1.19960
H -3.67392 -0.81951 1.62883
```

As for the structure (SMILES): CCN(CC)CC.CCN(CC)CC.CCN(CC)CC.CCN(CC)CC.CCN(CC)CC.CCN(CC)CC. The value obtained for the strongest force on any atom is 4.54 eV Å⁻¹. As for the spin multiplicity: 1. The total energy comes out at -1753.51512 a.u. The HOMO-LUMO gap is 8.5 eV. The value obtained for the energy above the lowest of the compared OMol25 structures with the same formula, charge and spin is 1436.1 kJ/mol.



No. 2
Formula: C36H90N6O10
Source: the OMol25 dataset
Level of theory: ωB97M-V with the def2-TZVPD basis set

The geometry in XYZ format:
```
142
Properties=species:S:1:pos:R:3
C 0.92060 5.20977 0.40206
C -0.26447 4.62928 -0.43897
O -1.27518 5.27745 -0.62712
C 0.06803 3.35498 -1.17998
H 0.60457 6.11304 0.92390
H 1.71094 5.61034 -0.23278
H 1.36132 4.50504 1.10720
H -0.73971 3.07329 -1.85548
H 0.31279 2.52968 -0.51135
H 0.94680 3.54856 -1.79511
C -3.40343 3.23501 0.47553
C -4.33584 2.03559 0.60988
O -5.02828 1.77379 -0.39226
C -4.16306 1.10900 1.77679
H -2.35227 2.94660 0.47630
H -3.54218 3.89769 1.32975
H -3.54819 3.68894 -0.50482
H -4.65636 0.14647 1.64155
H -4.62944 1.56688 2.64911
H -3.11393 0.92042 2.00453
C 3.07108 -2.10830 -4.89925
C 2.28677 -2.94436 -3.94356
O 1.56299 -3.85976 -4.29591
C 2.32682 -2.60305 -2.48279
H 3.33669 -2.74953 -5.73970
H 4.03168 -1.79391 -4.49118
H 2.40001 -1.33322 -5.26939
H 1.38183 -2.31373 -2.02300
H 2.97087 -1.72529 -2.42972
H 2.66608 -3.48370 -1.93739
C -0.79476 -0.91292 0.09761
C -0.06705 -0.31533 1.27333
O -0.63969 -0.10749 2.35055
C 1.32545 0.26814 1.08340
H -0.30920 -0.67684 -0.84929
H -1.84168 -0.61658 0.03255
H -0.66660 -1.98863 0.21818
H 1.39844 0.70743 0.08851
H 2.06492 -0.51159 1.26593
H 1.60679 1.06366 1.77340
C 0.08665 0.20448 -7.15783
C -0.83221 1.06162 -6.32289
C -0.40042 1.31627 -4.86226
O 0.01222 0.16121 -4.16405
C -1.03296 -0.70355 -3.79079
N -0.97568 2.36261 -6.93916
H 1.06869 0.60797 -7.40462
H -0.35631 0.17855 -8.15342
H 0.04357 -0.83744 -6.84058
H -1.82787 0.64155 -6.18039
H -1.27208 1.77944 -4.39992
H 0.36331 2.08933 -4.77741
H -1.88336 -0.33932 -3.21437
H -0.53050 -1.44314 -3.16738
H -1.41367 -1.15000 -4.70940
H -1.28438 2.24439 -7.89354
H -1.72392 2.91501 -6.54536
C -3.50553 -4.05174 4.74715
C -2.37935 -3.39375 3.93740
C -2.04395 -4.18422 2.68953
O -0.76705 -3.61170 2.19498
C -0.21421 -4.35069 1.10714
N -2.86292 -2.09023 3.59292
H -3.97490 -3.44976 5.52523
H -3.30222 -5.01365 5.21778
H -4.39331 -4.26149 4.15053
H -1.44129 -3.40420 4.49242
H -2.84595 -4.16649 1.95156
H -1.95904 -5.23600 2.96275
H -0.87770 -4.26698 0.24640
H -0.07862 -5.42070 1.26458
H 0.73008 -3.89886 0.80335
H -3.63887 -2.14462 2.94868
H -2.16827 -1.65531 3.00267
C 2.76490 0.04297 5.65365
C 1.61069 -0.33346 4.73347
C 1.13408 -1.73044 4.83641
O 2.14022 -2.73796 4.57324
C 2.55200 -2.69463 3.19011
N 0.53010 0.65107 4.90101
H 3.14032 1.06119 5.55174
H 3.58290 -0.62547 5.38497
H 2.59358 -0.09306 6.72147
H 1.87320 -0.15012 3.69156
H 0.29052 -1.90910 4.16965
H 0.65594 -1.87928 5.80456
H 1.83674 -3.23820 2.57283
H 3.46871 -3.28069 3.25552
H 2.79980 -1.75233 2.70149
H -0.09960 0.42483 4.14444
H 0.90410 1.52711 4.56517
C -1.42252 4.03481 3.12003
C -0.52806 4.20737 4.35670
C 0.98280 4.36893 4.05203
O 1.54087 3.17915 3.57892
C 2.91924 3.28894 3.35901
N -1.04783 5.28664 5.18384
H -2.41416 3.73498 3.45892
H -0.96377 3.43495 2.33401
H -1.58218 5.02281 2.68824
H -0.52971 3.26739 4.90856
H 1.49901 4.67276 4.96271
H 1.01827 5.22989 3.38451
H 3.52781 3.72992 4.14850
H 3.13803 3.92534 2.50156
H 3.31121 2.28971 3.16932
H -0.40995 5.45428 5.94876
H -1.87795 4.84556 5.55323
C 2.91114 1.70931 -3.05660
C 3.88013 1.47361 -1.93886
C 5.44146 1.33989 -2.33805
O 5.49243 0.19375 -3.19490
C 6.66207 -0.04972 -3.97209
N 3.70815 2.61327 -1.06449
H 3.05314 0.96032 -3.83568
H 3.10588 2.68648 -3.49856
H 1.85154 1.71501 -2.80103
H 3.60280 0.55119 -1.42863
H 6.14333 1.12374 -1.53260
H 5.66306 2.33751 -2.71716
H 7.20306 0.86569 -4.21182
H 6.47951 -0.51466 -4.94089
H 7.26121 -0.64958 -3.28703
H 3.70582 3.42915 -1.65984
H 4.56916 2.74464 -0.55311
C -4.44458 -1.96034 -0.56336
C -4.80110 -3.18853 -1.46058
C -3.59779 -4.13032 -1.62933
O -2.53790 -3.46163 -2.26434
C -1.45921 -4.30096 -2.70234
N -6.05569 -3.80433 -0.98079
H -5.35429 -1.49137 -0.18839
H -3.74652 -1.32217 -1.10516
H -3.86074 -2.23286 0.31584
H -5.06931 -2.79792 -2.44221
H -3.89651 -4.99598 -2.22050
H -3.28011 -4.51002 -0.65824
H -1.95434 -5.00333 -3.37287
H -0.92101 -4.72314 -1.85368
H -0.85120 -3.68654 -3.36635
H -6.28319 -4.62330 -1.52635
H -6.86178 -3.20816 -1.10284
```

As for the structure (SMILES): COC[C@H](C)N.COC[C@H](C)N.COC[C@H](C)N.COC[C@H](C)N.COC[C@H](C)N.COC[C@H](C)N.CC(C)=O.CC(C)=O.CC(C)=O.CC(C)=O. The value obtained for the strongest force on any atom is 3.46 eV Å⁻¹. As for the spin multiplicity: 1. The total energy comes out at -2506.35736 a.u. The HOMO-LUMO gap is 8.8 eV.